{"formula": "C27H28N2SiTi", "method": "the ωB97M-V functional and the def2-TZVPD basis", "lumo_ev": [-3.89, -3.94], "homo_lumo_gap_ev": [6.9, 7.3], "charge": 1, "spin_multiplicity": 2, "symbols": ["C", "C", "C", "H", "C", "C", "H", "H", "H", "H", "Ti", "C", "H", "H", "H", "Si", "C", "C", "H", "C", "H", "C", "H", "C", "H", "C", "H", "C", "C", "H", "C", "H", "C", "H", "C", "H", "C", "H", "H", "H", "N", "C", "C", "C", "C", "C", "C", "C", "C", "N", "C", "H", "H", "H", "H", "H", "H", "H", "H"], "coordinates": [[1.155507, 2.180578, 0.642077], [0.026441, 2.467301, -0.195632], [-1.138516, 2.573515, 0.632438], [0.070814, 2.695268, -1.255129], [-0.726206, 2.382152, 1.990420], [0.689615, 2.134506, 2.000425], [1.306722, 2.066012, 2.894466], [2.193313, 2.143275, 0.313538], [-2.134251, 2.833461, 0.288883], [-1.358373, 2.547701, 2.856843], [-0.305996, 0.471071, 0.880507], [-1.614363, -1.916916, -2.242770], [-2.672394, -1.688275, -2.396878], [-1.493421, -2.706696, -1.488920], [-1.163361, -2.254005, -3.190104], [-0.690859, -0.433497, -1.633897], [1.121554, -0.524960, -2.278582], [1.874252, 0.622872, -2.533686], [1.432398, 1.619668, -2.451346], [3.223513, 0.511681, -2.903803], [3.809459, 1.414588, -3.089418], [3.841056, -0.739743, -2.997910], [4.909079, -0.827349, -3.244149], [3.084141, -1.888459, -2.728421], [3.550384, -2.874566, -2.784423], [1.737372, -1.784712, -2.357737], [1.164435, -2.690323, -2.114781], [-1.597323, 1.003491, -2.526021], [-1.113748, 1.582183, -3.705784], [-0.169302, 1.250468, -4.155158], [-1.862825, 2.580022, -4.360879], [-1.473056, 3.036616, -5.276094], [-3.092544, 3.012489, -3.848170], [-3.649260, 3.830776, -4.320169], [-3.603797, 2.375935, -2.711364], [-4.576025, 2.662599, -2.302398], [-2.885488, 1.353124, -2.082443], [-3.357109, 0.816773, -1.250428], [-1.609438, -0.074228, -0.178541], [0.091776, -0.814697, -0.310936], [1.582950, -0.560690, 1.289334], [1.325411, -1.521678, 2.337512], [2.203128, -2.564538, 2.590450], [1.960386, -3.415648, 3.688877], [0.909249, -3.152186, 4.557392], [-0.004236, -2.082524, 4.322830], [-1.072353, -1.728646, 5.174115], [-1.931101, -0.693192, 4.837981], [-1.761908, -0.044753, 3.612552], [-0.741305, -0.348909, 2.789171], [0.178323, -1.315577, 3.140440], [2.334080, 0.091954, 1.543546], [1.983738, -0.973358, 0.438674], [3.068209, -2.704813, 1.937371], [2.625358, -4.260122, 3.869542], [0.730680, -3.775727, 5.435440], [-1.207324, -2.288147, 6.093367], [-2.739909, -0.353912, 5.485482], [-2.437533, 0.742783, 3.272323]], "forces_ev_per_angstrom": [[-0.9210, 1.0912, 0.2201], [0.3077, 0.3734, 0.8310], [0.7435, 0.5606, 0.5614], [-0.1725, -0.3576, 0.2226], [0.4162, 1.2521, -0.9082], [-0.4260, 1.0123, -0.4102], [-0.2021, -0.2651, -0.2735], [-0.3633, -0.2418, 0.0421], [0.2126, -0.2161, 0.0610], [0.1851, -0.2878, -0.2119], [0.8596, -1.7084, -0.4466], [0.3377, -0.6411, 0.4692], [0.1861, -0.1038, 0.1011], [-0.3035, -0.1672, -0.3659], [-0.2218, 0.1174, 0.3106], [-0.2095, 0.3889, -1.5066], [-0.5755, 0.2379, -0.1547], [0.7132, -0.2165, -0.2372], [0.1315, -0.3815, -0.1182], [0.1318, 0.0306, 0.1774], [-0.1815, -0.2527, 0.0025], [-0.2507, -0.0399, 0.1482], [-0.6235, 0.0838, 0.0352], [-0.0258, -0.0393, 0.1737], [-0.1134, 0.2958, -0.0279], [0.3766, 0.2100, -0.0734], [0.2619, 0.3241, -0.2041], [0.0255, -0.2699, 0.1778], [-0.3624, 0.4123, -0.2329], [-0.3735, 0.2097, 0.2930], [0.0007, 0.0160, 0.0695], [-0.1187, -0.2021, 0.3361], [0.3448, -0.2240, 0.1957], [0.2804, -0.4288, 0.1451], [-0.0221, -0.2121, 0.0589], [0.2613, -0.0757, -0.2377], [0.0415, 0.4284, -0.3047], [0.3260, 0.3133, -0.1411], [-0.9840, 0.5375, -0.0439], [0.1055, -0.1504, 0.3181], [0.8773, 0.0775, -0.2255], [1.0316, -0.6158, -0.0328], [-0.7620, 0.5505, -0.0076], [-0.5316, 0.0666, 0.6100], [0.1623, -0.1787, -0.1520], [0.5624, -0.1407, -0.6783], [-0.4490, 0.3388, -0.0679], [0.1784, -0.3097, 0.3186], [1.1828, -0.5704, -0.7811], [-0.6117, -0.0972, 0.6864], [-0.6388, 0.2413, 0.5679], [-0.5199, -0.1818, 0.4337], [-0.4235, -0.3248, 0.2397], [-0.2571, 0.0052, 0.2660], [-0.2085, 0.2551, 0.0182], [0.2029, 0.1128, -0.2617], [-0.0303, 0.0932, -0.0128], [0.2530, -0.3318, -0.0974], [0.1834, -0.4038, 0.1248]]}

=====

{"formula": "C27H28N6O5S", "method": "the ωB97M-V functional and the def2-TZVPD basis", "lumo_ev": 0.23, "homo_lumo_gap_ev": 7.9, "smiles": "COc1ccc(NC(=O)c2sc3ncn(CC(=O)N4CCN(c5ccccn5)CC4)c(=O)c3c2C)c(OC)c1", "symbols": ["C", "O", "C", "C", "C", "C", "N", "C", "O", "C", "S", "C", "N", "C", "N", "C", "C", "O", "N", "C", "C", "N", "C", "C", "C", "C", "C", "N", "C", "C", "C", "O", "C", "C", "C", "C", "O", "C", "C", "H", "H", "H", "H", "H", "H", "H", "H", "H", "H", "H", "H", "H", "H", "H", "H", "H", "H", "H", "H", "H", "H", "H", "H", "H", "H", "H", "H"], "coordinates": [[-11.027482, 2.198365, -0.813072], [-10.414044, 0.937709, -0.928103], [-9.079198, 0.842579, -0.661555], [-8.259926, 1.893391, -0.281744], [-6.913246, 1.667396, -0.038757], [-6.367335, 0.403087, -0.169267], [-5.023747, 0.097296, 0.056629], [-4.014507, 0.925800, 0.437410], [-4.155691, 2.119028, 0.642441], [-2.710970, 0.248185, 0.583174], [-2.574804, -1.491767, 0.359146], [-0.887272, -1.432496, 0.679256], [-0.098867, -2.524643, 0.668189], [1.145711, -2.313414, 0.919375], [1.690664, -1.113085, 1.217520], [3.117878, -0.989752, 1.388455], [3.808984, -1.229632, 0.035924], [3.181955, -1.667267, -0.908954], [5.127687, -0.963611, -0.019983], [5.940852, -0.347680, 1.006385], [6.337738, 1.066610, 0.555696], [7.027648, 1.008437, -0.714979], [8.396904, 0.894186, -0.704997], [9.158174, 0.761088, -1.878594], [10.531661, 0.728830, -1.776850], [11.133107, 0.830459, -0.527475], [10.302086, 0.966930, 0.567618], [8.983665, 0.992098, 0.491089], [6.204315, 0.395883, -1.731893], [5.803753, -1.024065, -1.302619], [0.940676, 0.085237, 1.220216], [1.492343, 1.142977, 1.451897], [-0.456349, -0.137439, 0.946463], [-1.503790, 0.827469, 0.888908], [-1.257577, 2.270588, 1.142701], [-7.201397, -0.668068, -0.555946], [-6.585371, -1.887038, -0.662190], [-7.360461, -2.996771, -1.045166], [-8.540015, -0.440389, -0.796668], [-10.957393, 2.587750, 0.207648], [-10.591274, 2.922539, -1.508557], [-12.074622, 2.040903, -1.067202], [-8.644902, 2.893294, -0.168915], [-6.275156, 2.482783, 0.256511], [-4.817398, -0.881676, -0.094645], [1.812129, -3.163629, 0.911383], [3.475633, -1.713202, 2.126360], [3.292183, 0.033022, 1.736498], [6.853311, -0.942762, 1.125441], [5.421058, -0.315675, 1.960020], [5.440119, 1.680061, 0.432020], [7.004392, 1.520087, 1.287426], [8.692289, 0.701304, -2.848618], [11.135131, 0.628518, -2.667700], [12.204764, 0.807411, -0.415947], [10.700908, 1.054898, 1.570483], [5.299958, 1.002127, -1.848976], [6.720527, 0.361056, -2.688320], [6.699162, -1.647148, -1.204445], [5.120543, -1.472193, -2.024944], [-0.446692, 2.618650, 0.505443], [-0.933992, 2.406441, 2.174021], [-2.156216, 2.850315, 0.964422], [-7.794250, -2.857501, -2.039962], [-6.672797, -3.840898, -1.064898], [-8.159123, -3.194819, -0.323931], [-9.209820, -1.230021, -1.093312]], "forces_ev_per_angstrom": [[-0.0790, 0.1818, 0.0186], [0.1884, -0.2832, -0.0144], [0.1780, 0.0580, 0.0484], [-0.4963, -0.0625, -0.1177], [0.2135, -0.1577, 0.0148], [-0.2883, 0.1374, -0.0285], [0.0582, -0.5134, -0.0837], [-0.0339, 0.0658, 0.0023], [-0.1503, 0.0222, -0.0143], [0.6920, -0.3065, 0.0913], [0.3580, 0.2890, 0.1282], [0.0539, 0.7801, 0.1250], [-0.0426, -0.6840, -0.1000], [-0.2457, -0.2374, -0.0443], [-0.0589, 0.2110, 0.1202], [0.1332, 0.0369, -0.1881], [-0.0137, 0.0084, 0.3624], [-0.2598, -0.0424, -0.1715], [0.2383, -0.1017, -0.1824], [0.1236, 0.4374, 0.1727], [0.0112, -0.0810, 0.4385], [-0.2784, 0.2091, 0.0298], [0.4273, 0.1371, 0.0546], [-0.0156, -0.0874, -0.0757], [-0.0851, -0.0196, 0.1604], [0.0461, 0.0136, 0.0008], [0.3740, -0.0356, -0.1006], [-0.3692, -0.0728, -0.0204], [-0.0263, -0.3682, -0.1581], [-0.0799, 0.0697, -0.4497], [-0.0422, -0.1309, 0.0527], [0.0422, 0.2572, -0.0111], [-0.2722, -0.5846, -0.1586], [-0.4835, -0.0697, -0.0930], [-0.1191, 0.2992, -0.0550], [-0.0068, 0.2092, 0.0412], [0.1173, 0.5466, 0.1312], [-0.1232, -0.2694, -0.0787], [-0.0535, -0.0733, -0.0263], [0.0112, -0.0046, -0.0396], [-0.0048, -0.0196, 0.0363], [0.0651, 0.0639, 0.0264], [-0.0705, 0.0864, 0.0019], [0.0213, -0.0012, 0.0030], [-0.0253, 0.1981, 0.0103], [0.1927, 0.0266, 0.0242], [0.0053, 0.1132, -0.0189], [0.0358, -0.2863, 0.0328], [-0.0770, 0.0337, 0.0852], [0.0006, -0.0396, 0.0139], [-0.0030, -0.0297, 0.0296], [-0.2299, -0.0097, -0.0407], [-0.0415, 0.0102, -0.0570], [0.0186, 0.0017, -0.0654], [0.0914, 0.0041, 0.0427], [0.1415, 0.0026, 0.0292], [0.0571, -0.0566, -0.0704], [-0.0551, 0.0434, 0.0119], [-0.0265, 0.0177, -0.0316], [0.1393, 0.0119, 0.0772], [0.0581, 0.0455, 0.0364], [0.0669, 0.0606, 0.0394], [0.0887, 0.0144, 0.0376], [0.0162, 0.0118, 0.0472], [-0.1025, 0.0226, -0.0176], [0.0323, 0.0276, -0.0299], [-0.0377, -0.1371, -0.0350]]}